# 1
{
  "formula": "H33O16",
  "method": "the ωB97M-V functional and the def2-TZVPD basis",
  "symbols": ["O", "H", "H", "O", "H", "H", "O", "H", "H", "O", "H", "H", "O", "H", "H", "O", "H", "H", "O", "H", "H", "O", "H", "H", "O", "H", "O", "H", "H", "O", "H", "H", "O", "H", "H", "O", "H", "H", "O", "H", "H", "O", "H", "H", "O", "H", "H", "H", "H"],
  "xyz": [[-1.167125, -4.773611, -1.291866], [-1.934459, -4.476498, -1.720551], [-0.645119, -5.480444, -1.773777], [0.923278, 1.428759, 5.104303], [-3.934465, 1.888165, 3.032304], [0.083635, 1.587046, 5.571848], [-3.320110, 1.294232, 2.741877], [-2.764703, 0.738758, 3.351912], [-0.960537, 1.529627, 1.197659], [-3.446667, -2.358112, 0.697010], [-4.001144, -3.009429, 1.040376], [2.515290, -3.373960, -0.493396], [5.188108, 0.834196, 1.608333], [5.391977, 0.648241, 2.640572], [4.852525, 1.651584, 1.245173], [1.781482, 3.656499, -3.943106], [1.839477, 2.729435, -4.434599], [0.138492, -1.853583, 2.622478], [-2.389636, 3.581087, 3.310379], [-2.732054, 4.441922, 3.557006], [-2.445191, 3.876328, 2.371015], [-0.513841, 3.277475, -2.183932], [-3.026738, -2.616882, -0.184404], [-1.145772, 3.467520, -2.827731], [-1.654484, 1.186987, 0.668909], [-1.354765, -0.234666, 0.005484], [-0.294853, -1.204849, 1.865117], [-1.607501, -1.622072, 0.369004], [-0.141309, -0.417750, 2.297573], [-2.249552, 1.614715, -3.702287], [-2.377865, 2.005168, -2.771511], [-2.808494, 0.916664, -3.535716], [0.406683, -2.578802, -2.619081], [2.652004, 3.969178, -3.975204], [0.853469, -2.885199, -3.420748], [2.539785, -3.786751, 0.325087], [3.355120, -4.212412, 0.435306], [-0.551044, -2.381040, -2.787428], [-1.345250, -1.077985, -0.390148], [-0.305935, -1.192603, -0.860710], [-2.442083, 1.229835, 1.232146], [3.946675, 0.651647, -1.164556], [4.578236, 1.063062, -0.644958], [3.356289, 0.085517, -0.602726], [1.881604, -0.935082, -1.079724], [2.618295, -1.474744, -0.931280], [0.773575, 0.546133, 5.036284], [0.036487, 2.974760, -2.920616], [1.848211, -0.928075, -2.067086]],
  "atomic_forces_ev_per_a": [[2.6290, -1.3114, 1.0299], [-1.3300, -0.2277, -1.4970], [-1.5331, 1.4835, 0.5157], [-0.8186, 3.4405, 0.7123], [-1.9013, 2.1469, 2.2491], [0.4400, 1.1317, 0.0172], [3.3497, -4.4553, -2.0868], [-1.7139, 1.5870, -0.2941], [1.0921, 0.8289, 0.6423], [2.8734, 2.0217, -2.6269], [-1.2207, -1.9972, 0.4943], [-0.0179, 0.8127, -2.3704], [1.0999, -2.5001, 2.5632], [-1.1360, 1.9295, -3.9211], [-0.0152, 0.6937, 1.5260], [-1.9609, -3.9872, -1.6731], [-0.0578, 3.0542, 1.4948], [-1.6751, 1.9439, -3.2134], [-0.3890, 1.6232, -1.6089], [-0.0551, 0.4164, 1.6565], [0.5869, -1.3840, 0.1076], [1.3626, -0.8424, 0.3294], [-1.7207, -0.1966, 1.9331], [-2.9702, 1.4532, -0.9496], [-0.4881, -0.7542, -1.1971], [-0.2624, 4.3558, 1.4011], [1.5032, -5.3130, 2.4819], [0.6820, -1.0413, 0.6553], [0.4199, 3.2158, 1.2118], [1.1255, 2.9815, 2.3385], [0.9297, -0.1640, -1.9236], [-2.1599, -3.0705, -0.4292], [-1.0656, 0.5147, 0.0312], [2.0800, 0.8004, -0.0030], [-0.6773, 0.1171, -0.0402], [-1.9041, -0.0861, 2.3234], [1.8285, -0.8715, 0.0540], [1.5487, -0.6675, -0.4622], [3.3510, -2.9829, -4.6224], [-3.1203, -0.2477, 2.3363], [-0.4727, 0.0913, 0.5025], [-2.5031, -1.7556, -1.2273], [1.9055, 0.8315, 1.6168], [1.0553, 1.4725, -0.5808], [-2.2095, 1.0675, -1.4398], [1.6465, -1.5284, 0.7397], [0.3661, -4.6069, -0.7268], [1.6578, -0.2587, 0.8729], [-0.1553, 0.2352, 1.0569]],
  "mulliken_charge": [-0.5800, 0.2907, 0.2968, -0.5939, 0.2896, 0.3213, -0.6499, 0.2883, 0.2366, -0.6309, 0.2913, 0.2816, -0.6545, 0.3242, 0.3157, -0.6287, 0.3307, 0.3122, -0.5591, 0.2939, 0.3028, -0.5613, 0.3171, 0.2917, -0.6629, 0.3404, -0.5840, 0.5172, 0.2331, -0.5927, 0.3304, 0.2594, -0.5431, 0.2885, 0.2773, -0.5839, 0.3087, 0.2707, -0.2837, 0.5087, 0.3921, -0.5591, 0.2626, 0.4087, -0.6552, 0.2280, 0.2718, 0.3035, 0.3371],
  "fmax_ha_per_bohr": 0.1253,
  "total_charge": 1,
  "homo_ev": -13.1,
  "e_above_lowest_kcal_mol": 177.2,
  "gap_ev": 10.19
}


# 2
{
  "formula": "H33O16",
  "method": "the ωB97M-V functional and the def2-TZVPD basis",
  "symbols": ["O", "H", "H", "O", "H", "H", "O", "H", "H", "O", "H", "H", "O", "H", "H", "O", "H", "H", "O", "H", "H", "O", "H", "H", "O", "H", "O", "H", "H", "O", "H", "H", "O", "H", "H", "O", "H", "H", "O", "H", "H", "O", "H", "H", "O", "H", "H", "H", "H"],
  "xyz": [[3.302704, 1.708215, 0.527207], [3.787046, 2.308353, -0.058523], [0.213810, -3.450429, 4.214217], [1.344862, 1.472581, 3.852515], [1.032298, -0.695900, -0.775607], [5.050558, -0.779040, 2.389951], [0.939064, -0.773642, 0.176145], [-0.947298, 2.928965, 1.389432], [2.569228, -2.745441, -2.415775], [0.282502, 2.559871, 1.422982], [0.714808, 2.502787, 2.292632], [-3.430235, -2.343016, -3.021446], [-1.263582, 4.913815, -0.720633], [1.229347, 0.989171, 4.675622], [-1.835175, 5.551411, -0.274869], [0.613721, -1.411373, 5.428218], [1.384548, -1.164357, 4.878152], [1.436837, -3.518529, -1.761135], [-3.116088, 0.761642, 0.291019], [-0.555519, -0.981177, -4.766998], [-3.576186, 0.001987, 0.667023], [-1.148330, -2.753728, -4.250601], [1.114468, -2.696676, 3.280332], [-1.464445, -3.658347, -4.113389], [1.700399, -2.627583, -2.014155], [2.430141, 2.063356, 0.303930], [4.454402, -1.403586, 2.822494], [-0.450187, 1.089271, -1.953984], [3.735130, -1.507673, 2.194154], [0.317182, 1.585954, -1.610784], [1.033598, 1.311789, -2.195395], [-1.245231, -0.862634, -1.893868], [-2.173646, 2.929832, 1.241101], [0.227394, 1.642680, 1.100069], [-1.925774, 0.039465, -3.010915], [-4.114508, -2.603853, -2.397412], [-4.918366, -2.615326, -2.928394], [-2.368232, 2.030965, 0.828410], [-1.786832, -0.086771, -2.059004], [-2.072302, 3.573955, 0.512213], [0.659230, -2.309008, 5.814131], [1.170732, -3.276585, 4.067634], [-0.567201, 5.448543, -1.115313], [0.633701, -1.615434, 0.499113], [-1.010540, -0.369822, -5.365237], [-0.715043, -2.609445, -3.397676], [2.311560, 1.470179, 3.772039], [-2.609021, 0.366240, -0.430509], [-0.395534, -0.391643, -6.109102]],
  "atomic_forces_ev_per_a": [[-0.4309, 0.7795, -0.6122], [0.7502, -0.3059, 0.2724], [0.1313, -0.7448, -0.1256], [0.6648, -0.6149, 0.0087], [0.0175, -0.7213, -0.0460], [0.0181, -0.0544, 0.0831], [-0.0673, 1.2834, 1.2991], [-0.9413, -0.7203, 0.4294], [-0.0201, 0.0864, -0.0737], [-0.3362, -0.0808, -0.1600], [-0.2078, 0.0232, 0.2394], [0.0101, 0.0153, -0.1556], [-0.3850, -0.0849, 0.5144], [-0.4776, 0.5530, 0.2385], [0.0444, 0.2235, -0.2425], [-0.7700, -0.5172, -1.1583], [0.6348, -0.2397, 0.7198], [0.0607, -0.0593, -0.0636], [0.3078, -0.5404, 0.0392], [-0.4767, -0.0048, -0.3621], [-0.2388, 0.2937, 0.2388], [-0.0881, -0.6097, 1.1432], [0.4884, -0.2377, -0.2674], [-0.1333, -0.0202, -0.5242], [-0.1854, -0.0533, 0.0339], [-0.3556, -0.4656, 0.3409], [-0.3236, 0.0993, 0.1581], [0.0809, 0.3386, 0.2698], [0.1352, 0.0587, -0.3104], [0.1847, -0.3551, -0.0574], [0.0883, 0.3302, -0.0295], [-0.0782, -0.1638, -0.3996], [2.5525, 0.5551, -0.1868], [0.3067, -0.0073, -0.2640], [-0.0590, -0.3515, -0.0445], [0.1335, 0.0575, 0.0142], [-0.0547, -0.0462, 0.0812], [-0.7294, 0.1788, 0.2111], [-0.0659, 0.2676, 0.1424], [-0.6026, 0.0831, -0.4124], [0.9255, 0.3469, 0.7375], [-1.2329, 1.1481, 0.1976], [0.0775, -0.1204, -0.0510], [-0.0414, -0.5034, -0.9084], [0.7686, 0.1197, 0.3825], [0.2873, 0.0300, -0.1489], [-0.0122, 0.2899, -0.3002], [-0.0451, 0.1121, -0.6351], [-0.3097, 0.3494, -0.2559]],
  "mulliken_spin": [0.0000, 0.0000, -0.0098, -0.0001, 0.0000, -0.0002, -0.0002, 0.0000, 0.0000, -0.0001, 0.0001, 0.0000, 0.0000, 0.0005, 0.0000, 0.5956, -0.0151, 0.0000, 0.0000, 0.0000, 0.0000, 0.0000, -0.0109, 0.0000, 0.0000, 0.0000, 0.0041, 0.0000, -0.0003, 0.0000, 0.0000, 0.0000, 0.0000, 0.0000, 0.0000, 0.0000, 0.0000, 0.0000, 0.0000, 0.0000, -0.0141, 0.4503, 0.0000, -0.0001, 0.0000, 0.0000, 0.0001, 0.0000, 0.0000],
  "fmax_ha_per_bohr": 0.0509,
  "total_charge": 2,
  "homo_ev": [-15.4, -15.4],
  "e_above_lowest_kcal_mol": 6.8,
  "spin_multiplicity": 2,
  "s2": 0.759,
  "gap_ev": [8.29, 2.07]
}